Here is a single C4H9NO2 molecule from the Open Molecules 2025 dataset. Energies are from the ωB97M-V functional and the def2-TZVPD basis.

Its HOMO energy is -9.592 eV. For the energy above the lowest of the compared OMol25 structures with the same formula, charge and spin, the calculation gives 0.412 eV. Its HOMO-LUMO gap is 10.33 eV.

Last columns: bonded neighbours and bond lengths (Å).
Positions of all 16 atoms, in Å:
1 C 0.6348 -0.4019 -2.0402  C2 1.518, H8 1.097, H9 1.090, H10 1.097
2 C 0.0502 0.4504 -0.9279  C1 1.518, O3 1.427, C4 1.533, H11 1.099
3 O -1.3454 0.1778 -0.8078  C2 1.427, H12 0.962
4 C 0.7617 0.1675 0.3997  C2 1.533, C5 1.530, H13 1.098, H14 1.093
5 C 0.2849 0.9098 1.6495  C4 1.530, O6 1.214, N7 1.365
6 O 1.0559 1.5235 2.3593  C5 1.214
7 N -1.0360 0.7466 1.9535  C5 1.365, H15 1.010, H16 1.010
8 H 0.6458 -1.4604 -1.7522  C1 1.097
9 H 1.6579 -0.1075 -2.2738  C1 1.090
10 H 0.0499 -0.3118 -2.9633  C1 1.097
11 H 0.1483 1.5162 -1.1787  C2 1.099
12 H -1.5789 -0.4900 -1.4596  O3 0.962
13 H 0.6771 -0.9083 0.6042  C4 1.098
14 H 1.8201 0.4172 0.2911  C4 1.093
15 H -1.3890 1.2781 2.7361  N7 1.010
16 H -1.6740 0.4292 1.2377  N7 1.010